A cluster of 12 separate species, C24H72O12S12 in total, computed with ωB97M-V with the def2-TZVPD basis set.

```
120
Properties=species:S:1:pos:R:3:mulliken_charge:R:1
C 38.57 29.38 -23.30 -0.95
S 38.71 27.93 -24.45 0.50
O 38.23 26.68 -23.74 -0.58
C 37.41 28.50 -25.67 -0.85
H 39.29 29.41 -22.48 0.32
H 37.53 29.41 -22.96 0.30
H 38.69 30.34 -23.81 0.36
H 37.56 29.57 -25.83 0.29
H 36.39 28.43 -25.30 0.30
H 37.47 27.89 -26.57 0.31
C 32.31 24.10 -20.81 -0.88
S 30.88 22.84 -20.95 0.53
O 31.45 21.51 -20.43 -0.63
C 29.98 23.64 -19.57 -0.95
H 31.95 25.09 -20.53 0.29
H 32.72 24.18 -21.82 0.31
H 33.11 23.72 -20.17 0.33
H 29.56 24.59 -19.91 0.34
H 30.66 23.90 -18.76 0.33
H 29.22 22.95 -19.21 0.32
C 35.42 24.91 -33.49 -0.93
S 36.72 24.34 -34.64 0.47
O 37.17 22.98 -34.08 -0.60
C 35.52 23.82 -35.95 -0.91
H 34.65 25.58 -33.86 0.37
H 35.80 25.26 -32.53 0.35
H 34.91 24.00 -33.16 0.28
H 36.04 23.43 -36.82 0.32
H 34.87 24.60 -36.35 0.37
H 34.90 23.05 -35.50 0.28
C 29.04 19.41 -30.25 -0.82
S 29.19 17.61 -29.95 0.50
O 28.14 16.92 -30.86 -0.65
C 30.86 17.03 -30.42 -0.87
H 29.15 19.53 -31.33 0.25
H 29.77 19.97 -29.67 0.32
H 28.04 19.76 -30.00 0.31
H 31.22 17.39 -31.38 0.30
H 30.96 15.96 -30.54 0.34
H 31.54 17.26 -29.59 0.30
C 31.92 26.49 -28.22 -0.93
S 31.86 24.65 -28.08 0.52
O 32.01 24.03 -29.47 -0.60
C 33.53 24.48 -27.35 -0.95
H 30.94 26.91 -28.46 0.33
H 32.62 26.67 -29.03 0.33
H 32.31 26.95 -27.31 0.29
H 34.16 25.21 -27.87 0.30
H 33.84 23.45 -27.19 0.36
H 33.50 24.96 -26.36 0.36
C 36.92 21.66 -23.65 -0.70
S 38.56 20.91 -23.20 0.49
O 38.24 19.84 -22.16 -0.63
C 38.98 19.94 -24.68 -0.80
H 36.95 22.24 -24.57 0.34
H 36.55 22.24 -22.81 0.31
H 36.26 20.81 -23.85 0.12
H 39.88 19.50 -24.25 0.31
H 39.11 20.63 -25.51 0.32
H 38.27 19.15 -24.96 0.26
C 29.98 23.79 -34.48 -1.01
S 30.11 25.64 -34.81 0.57
O 30.64 25.78 -36.24 -0.65
C 28.33 25.94 -34.91 -0.92
H 30.98 23.36 -34.48 0.30
H 29.66 23.21 -35.34 0.36
H 29.50 23.47 -33.56 0.37
H 28.20 26.41 -33.94 0.30
H 27.60 25.13 -34.97 0.35
H 28.13 26.56 -35.78 0.33
C 39.47 29.06 -30.78 -0.88
S 37.71 29.78 -31.03 0.47
O 36.62 29.06 -30.26 -0.57
C 37.90 31.53 -30.31 -0.91
H 39.84 29.24 -29.77 0.28
H 40.05 29.48 -31.60 0.34
H 39.39 27.99 -30.97 0.31
H 36.96 32.09 -30.30 0.33
H 38.46 32.14 -31.01 0.35
H 38.37 31.50 -29.33 0.27
C 28.82 28.79 -24.09 -0.90
S 30.24 28.15 -23.15 0.47
O 30.59 26.77 -23.77 -0.57
C 31.52 29.34 -23.63 -0.88
H 28.56 29.79 -23.74 0.37
H 27.90 28.25 -23.89 0.32
H 29.17 28.84 -25.12 0.25
H 31.53 29.36 -24.72 0.25
H 32.49 29.01 -23.27 0.29
H 31.19 30.34 -23.35 0.38
C 32.49 18.93 -25.16 -0.82
S 32.71 17.15 -24.71 0.47
O 32.29 16.42 -25.99 -0.62
C 34.52 17.02 -24.72 -0.78
H 33.04 19.14 -26.07 0.23
H 32.90 19.52 -24.34 0.36
H 31.40 19.04 -25.20 0.31
H 34.73 15.96 -24.61 0.34
H 34.94 17.59 -23.89 0.34
H 34.95 17.42 -25.64 0.17
C 35.63 20.10 -30.80 -0.90
S 36.92 20.68 -29.57 0.47
O 36.36 19.96 -28.33 -0.58
C 38.33 19.71 -30.22 -0.92
H 34.82 20.83 -30.76 0.28
H 35.35 19.08 -30.53 0.32
H 36.00 20.17 -31.82 0.37
H 38.01 18.69 -30.00 0.29
H 39.30 20.02 -29.83 0.34
H 38.46 19.96 -31.27 0.34
C 32.29 29.90 -33.28 -0.82
S 31.43 31.28 -32.37 0.49
O 31.73 32.59 -33.05 -0.63
C 29.74 30.91 -32.59 -0.90
H 33.37 30.04 -33.18 0.32
H 31.95 30.03 -34.31 0.31
H 31.89 28.99 -32.84 0.27
H 29.18 31.66 -32.04 0.32
H 29.41 29.99 -32.11 0.34
H 29.41 30.94 -33.63 0.31
```

For the LUMO energy, the calculation gives -0.214 eV. Its energy relative to the best compared isomer or geometry (same formula, charge and spin) is 100.9 kcal per mole. The gap between HOMO and LUMO is 7.98 eV. The HOMO energy comes out at -0.3010 hartree. As for the electronic energy: -180633.98358 eV.

***

A cluster of 12 separate species, C24H72O24 in total, computed with ωB97M-V with the def2-TZVPD basis set.

```
120
Properties=species:S:1:pos:R:3:mulliken_charge:R:1
O 1.31 5.33 -0.91 -0.36
C 2.71 5.41 -0.50 -0.61
C 3.48 4.17 -0.88 -0.22
O 3.35 4.15 -2.36 -0.43
H 1.36 4.65 -1.60 0.24
H 3.08 6.39 -0.78 0.34
H 2.62 5.47 0.58 0.30
H 3.34 3.21 -0.38 0.06
H 4.56 4.32 -0.81 0.41
H 3.40 5.09 -2.56 0.26
O -5.44 -3.44 0.79 -0.48
C -4.90 -4.27 1.74 -0.82
C -3.33 -4.58 1.61 0.34
O -3.03 -5.32 0.46 -0.58
H -5.76 -3.98 0.06 0.29
H -5.16 -3.71 2.64 0.32
H -5.47 -5.20 1.79 0.41
H -2.99 -5.07 2.52 0.31
H -2.87 -3.63 1.33 -0.07
H -3.51 -5.01 -0.32 0.27
O -4.49 4.10 -1.61 -0.57
C -3.62 3.55 -2.52 -0.83
C -2.45 2.73 -1.89 0.44
O -1.45 3.47 -1.18 0.05
H -3.82 4.58 -1.12 0.35
H -4.28 2.87 -3.05 0.40
H -3.29 4.35 -3.18 0.25
H -1.97 2.04 -2.59 0.06
H -2.84 1.97 -1.21 -0.17
H -0.76 3.74 -1.80 -0.11
O -4.56 1.75 0.59 -0.46
C -4.09 0.79 1.48 -0.47
C -5.15 -0.05 2.13 0.01
O -5.88 0.80 3.18 -0.57
H -4.92 1.30 -0.18 0.33
H -3.49 0.09 0.91 0.16
H -3.46 1.37 2.16 0.20
H -4.72 -0.91 2.66 0.15
H -5.87 -0.36 1.37 0.30
H -5.42 1.58 3.49 0.28
O 0.06 -4.60 0.43 -0.20
C 0.64 -5.44 1.37 0.32
C 0.11 -6.84 1.11 -0.67
O -1.17 -7.10 1.60 -0.54
H -0.72 -4.22 0.85 0.01
H 1.73 -5.48 1.28 0.32
H 0.51 -5.06 2.38 -0.29
H 0.62 -7.58 1.74 0.42
H 0.36 -7.30 0.15 0.30
H -1.85 -6.72 1.04 0.31
O -1.96 2.64 -5.70 -0.50
C -0.46 2.78 -5.62 -0.91
C 0.27 2.95 -4.31 0.26
O -0.16 3.98 -3.56 -0.52
H -2.15 1.81 -5.26 0.29
H -0.08 1.82 -5.98 0.38
H -0.17 3.53 -6.35 0.39
H 1.35 3.03 -4.40 0.35
H 0.13 2.01 -3.78 -0.02
H 0.20 4.73 -4.04 0.29
O 6.10 0.23 -3.91 -0.57
C 4.83 -0.11 -3.48 -0.15
C 3.88 1.09 -3.32 -0.36
O 2.52 0.69 -2.93 -0.29
H 6.52 0.90 -3.36 0.32
H 4.35 -0.83 -4.15 0.24
H 4.89 -0.58 -2.50 0.22
H 3.63 1.78 -4.12 0.32
H 4.23 1.76 -2.53 0.15
H 2.51 0.52 -1.99 0.02
O 2.80 0.48 1.48 -0.61
C 2.27 1.40 2.45 0.57
C 1.45 0.82 3.51 -0.60
O 0.15 0.57 3.01 -0.27
H 2.24 0.48 0.70 0.16
H 3.18 1.79 2.92 0.48
H 1.69 2.11 1.87 -0.50
H 1.43 1.47 4.39 0.31
H 2.05 -0.01 3.87 0.23
H -0.37 1.38 3.02 0.01
O 0.36 -1.87 5.20 -0.52
C 1.13 -2.96 5.18 0.76
C 0.94 -4.05 6.25 -0.73
O 1.54 -3.47 7.40 -0.53
H 0.10 -1.60 4.31 0.29
H 0.91 -3.50 4.25 -0.44
H 2.19 -2.72 5.21 0.22
H 1.44 -5.00 6.12 0.33
H -0.13 -4.29 6.25 0.33
H 0.89 -2.83 7.68 0.32
O -0.27 6.34 1.10 -0.56
C -1.41 5.51 1.42 -0.36
C -0.96 4.21 2.09 -0.44
O -0.34 3.13 1.27 0.61
H -0.05 6.35 0.17 0.34
H -1.89 6.16 2.16 0.46
H -2.24 5.31 0.76 -0.08
H -1.78 3.66 2.55 0.36
H -0.16 4.49 2.79 0.26
H -0.50 3.36 0.35 -0.21
O 1.04 0.79 -0.63 0.78
C -0.20 0.13 -0.58 0.91
C -0.03 -1.17 0.10 -1.03
O -1.03 -1.51 1.04 -0.15
H 0.95 1.61 -0.14 -0.40
H -0.88 0.79 -0.04 -0.51
H -0.48 0.09 -1.63 0.13
H 0.93 -1.20 0.62 0.15
H -0.02 -1.93 -0.69 0.25
H -0.67 -1.03 1.78 0.05
O 3.95 -4.96 -4.32 -0.55
C 3.63 -3.78 -3.61 -0.36
C 2.73 -3.95 -2.38 0.03
O 3.29 -4.68 -1.25 -0.55
H 4.52 -4.71 -5.05 0.33
H 4.41 -3.06 -3.35 0.21
H 3.01 -3.27 -4.34 0.30
H 1.82 -4.46 -2.69 0.31
H 2.31 -3.01 -2.01 -0.02
H 3.13 -5.63 -1.26 0.30
```

For the LUMO energy, the calculation gives -0.019 eV. The SMILES is OCCO.OCCO.OCCO.OCCO.OCCO.OCCO.OCCO.OCCO.OCCO.OCCO.OCCO.OCCO. Its energy relative to the best compared isomer or geometry (same formula, charge and spin) is 147.9 kcal per mole. The gap between HOMO and LUMO is 9.48 eV. The HOMO energy comes out at -0.3492 hartree. As for the electronic energy: -75184.91025 eV.

***

A cluster of 12 separate species, C24H72O24 in total, computed with ωB97M-V with the def2-TZVPD basis set.

```
120
Properties=species:S:1:pos:R:3:mulliken_charge:R:1
O 4.24 2.06 -1.14 0.04
C 5.55 2.67 -1.43 -0.32
C 6.04 3.12 -0.12 -0.53
O 5.05 3.91 0.52 -0.57
H 3.86 1.65 -1.87 0.08
H 6.08 1.85 -1.92 0.37
H 5.38 3.57 -2.05 0.27
H 6.96 3.73 -0.23 0.34
H 6.26 2.25 0.47 0.24
H 4.22 3.38 0.39 0.23
O -0.82 4.40 1.14 -0.51
C 0.19 5.08 0.39 -0.70
C 1.50 4.42 0.61 0.62
O 1.65 4.39 2.02 -0.61
H -0.47 4.04 1.96 0.32
H -0.09 5.04 -0.65 0.35
H 0.26 6.15 0.61 0.34
H 2.36 4.91 0.12 0.41
H 1.52 3.40 0.21 -0.45
H 2.39 3.79 2.29 0.41
O -4.71 -0.75 0.52 -0.51
C -5.16 -2.08 0.41 0.18
C -6.40 -2.35 1.31 -1.03
O -7.60 -1.70 0.82 -0.54
H -5.42 -0.14 0.32 0.23
H -5.51 -2.29 -0.59 0.32
H -4.36 -2.71 0.70 -0.04
H -6.10 -2.04 2.28 0.43
H -6.56 -3.40 1.39 0.50
H -8.33 -1.83 1.48 0.31
O 2.49 -0.37 4.55 -0.43
C 2.49 0.95 5.14 -0.79
C 2.00 1.94 4.15 0.79
O 3.05 2.47 3.30 -0.72
H 1.61 -0.80 4.60 0.30
H 1.92 0.89 6.09 0.38
H 3.54 1.25 5.43 0.26
H 1.57 2.82 4.65 0.48
H 1.21 1.43 3.57 -0.50
H 3.61 1.70 3.02 0.32
O -5.71 1.80 -0.04 -0.49
C -4.63 2.74 -0.33 -0.83
C -3.26 2.04 -0.15 -0.32
O -3.13 0.97 -1.06 -0.29
H -6.59 2.18 -0.25 0.25
H -4.77 3.10 -1.33 0.40
H -4.65 3.61 0.37 0.35
H -3.33 1.65 0.84 0.02
H -2.48 2.76 -0.19 0.54
H -3.63 0.26 -0.73 0.26
O -2.58 -1.57 2.22 -0.25
C -2.39 -0.80 3.45 -0.41
C -1.46 -1.56 4.40 -0.64
O -0.13 -1.49 3.90 -0.64
H -2.95 -1.00 1.58 -0.08
H -1.94 0.14 3.18 0.14
H -3.38 -0.60 3.93 0.49
H -1.84 -2.59 4.45 0.18
H -1.62 -1.07 5.33 0.52
H -0.19 -1.43 2.93 0.27
O 2.85 -2.29 0.26 -0.66
C 3.31 -1.80 1.55 -0.77
C 3.71 -0.27 1.46 1.13
O 4.50 0.01 2.68 -0.75
H 1.96 -2.62 0.49 -0.07
H 2.47 -1.86 2.26 0.22
H 4.21 -2.35 1.87 0.41
H 2.86 0.36 1.35 -0.68
H 4.39 -0.11 0.62 0.26
H 4.09 -0.48 3.39 0.36
O 3.13 -1.31 -2.32 -0.56
C 2.69 -2.44 -3.03 -1.03
C 1.20 -2.76 -2.86 0.16
O 0.41 -1.61 -3.13 0.01
H 3.04 -1.39 -1.34 0.42
H 2.89 -2.19 -4.08 0.42
H 3.21 -3.43 -2.95 0.42
H 0.99 -3.14 -1.84 -0.29
H 0.90 -3.58 -3.51 0.50
H 0.25 -1.05 -2.34 0.19
O -0.93 -2.80 -0.37 0.23
C -1.24 -4.13 0.06 -0.44
C -0.11 -4.69 0.91 -0.64
O 0.03 -3.88 2.06 -0.41
H -1.43 -2.66 -1.20 -0.24
H -2.17 -4.14 0.68 0.17
H -1.36 -4.87 -0.78 0.32
H 0.77 -4.66 0.25 0.24
H -0.28 -5.77 1.12 0.41
H 0.64 -4.30 2.71 0.25
O -2.40 -0.78 -5.25 -0.65
C -2.84 -0.73 -3.85 0.20
C -3.26 -2.05 -3.32 0.03
O -2.25 -2.97 -2.88 -0.66
H -1.53 -0.40 -5.37 0.43
H -2.05 -0.24 -3.26 -0.24
H -3.75 -0.10 -3.72 0.33
H -3.84 -2.52 -4.16 0.34
H -4.02 -1.80 -2.53 -0.16
H -1.40 -2.62 -3.17 0.19
O 2.20 1.16 -2.99 -0.31
C 2.32 1.45 -4.36 -0.46
C 1.10 1.30 -5.18 -0.68
O 0.51 -0.01 -5.35 -0.69
H 2.40 0.23 -2.79 0.09
H 2.63 2.49 -4.51 0.33
H 3.06 0.76 -4.79 0.35
H 1.32 1.67 -6.19 0.47
H 0.27 1.96 -4.82 0.22
H 0.52 -0.48 -4.52 0.42
O 0.23 -0.86 1.34 3.14
C -0.07 0.56 1.03 1.09
C 0.29 0.85 -0.39 -0.16
O -0.46 0.09 -1.30 0.37
H -0.34 -1.41 0.71 -0.85
H -1.12 0.68 1.28 -0.82
H 0.49 1.19 1.75 -1.13
H 1.34 0.66 -0.54 -0.55
H 0.22 1.87 -0.66 0.50
H -1.42 0.28 -1.19 -0.52
```

For the LUMO energy, the calculation gives 0.316 eV. The SMILES is OCCO.OCCO.OCCO.OCCO.OCCO.OCCO.OCCO.OCCO.OCCO.OCCO.OCCO.OCCO. Its energy relative to the best compared isomer or geometry (same formula, charge and spin) is 0.0 kcal per mole. The gap between HOMO and LUMO is 10.11 eV. The HOMO energy comes out at -0.3601 hartree. As for the electronic energy: -75191.32244 eV.

***

A structure of composition C24H73AlNO10, computed with ωB97M-V with the def2-TZVPD basis set.

```
109
Properties=species:S:1:pos:R:3:mulliken_charge:R:1
N -2.41 0.82 0.29 -0.33
C -2.73 1.24 -1.14 -0.34
C -3.15 2.81 -1.31 -0.11
C -4.39 3.31 -0.34 -0.55
C -5.44 2.13 0.10 -0.52
Al -6.49 1.27 -1.43 0.00
H -2.65 1.57 0.98 0.21
H -3.11 0.05 0.50 0.25
H -1.71 1.10 -1.74 0.11
H -3.49 0.50 -1.68 -0.05
H -2.20 3.45 -0.99 0.03
H -3.31 3.06 -2.46 0.15
H -3.95 3.79 0.66 0.20
H -5.00 4.20 -0.85 0.30
H -6.25 2.66 0.80 0.29
H -4.98 1.27 0.74 0.05
H -5.96 -0.18 -1.86 -0.04
H -6.66 2.21 -2.71 -0.27
H -7.98 1.02 -0.87 -0.34
C -2.48 1.39 -5.06 -0.03
C -3.88 0.98 -5.49 -0.43
O -4.84 1.48 -4.58 -0.45
H -2.26 1.01 -4.06 -0.11
H -1.73 1.00 -5.76 -0.17
H -2.40 2.48 -5.02 0.33
H -3.97 -0.11 -5.51 0.27
H -4.11 1.36 -6.49 0.27
H -4.75 2.45 -4.57 0.28
C 0.59 0.29 2.69 -0.16
C -0.23 0.05 3.94 -0.18
O -1.38 0.89 3.93 -0.44
H 0.91 1.34 2.63 -0.14
H 1.48 -0.34 2.68 0.09
H 0.00 0.09 1.79 0.20
H 0.36 0.28 4.83 0.22
H -0.56 -0.99 4.00 0.19
H -1.89 0.68 3.14 0.22
C 0.55 -4.22 2.98 -1.03
C 1.21 -3.54 1.81 -0.06
O 2.15 -2.57 2.27 -0.47
H 0.04 -3.49 3.62 0.18
H -0.18 -4.96 2.64 0.36
H 1.29 -4.72 3.61 0.33
H 0.47 -3.02 1.19 0.32
H 1.74 -4.26 1.18 0.17
H 2.81 -3.04 2.81 0.27
C 2.25 3.31 5.88 -0.95
C 1.52 4.35 5.06 -0.27
O 1.09 3.78 3.83 -0.37
H 3.12 2.92 5.34 0.27
H 2.59 3.73 6.83 0.37
H 1.60 2.45 6.09 0.22
H 2.18 5.19 4.84 0.34
H 0.64 4.73 5.60 0.21
H 0.50 3.04 4.04 0.17
C -3.60 3.01 7.56 -1.11
C -2.11 2.85 7.41 -0.03
O -1.80 1.53 6.99 -0.49
H -4.00 2.30 8.29 0.25
H -3.86 4.03 7.89 0.35
H -4.11 2.81 6.61 0.33
H -1.61 3.04 8.37 0.32
H -1.71 3.56 6.68 0.11
H -2.24 1.39 6.14 0.25
C 1.42 -0.84 -7.49 -1.09
C -0.04 -0.84 -7.08 -0.12
O -0.78 0.02 -7.92 -0.53
H 1.83 0.17 -7.43 0.29
H 2.01 -1.50 -6.84 0.31
H 1.53 -1.17 -8.52 0.32
H -0.15 -0.49 -6.04 0.28
H -0.46 -1.85 -7.14 0.25
H -0.69 -0.30 -8.83 0.30
C -3.37 -4.01 -2.15 -1.01
C -4.61 -3.15 -2.17 -0.07
O -4.71 -2.42 -0.95 -0.45
H -3.40 -4.71 -1.31 0.24
H -3.28 -4.58 -3.08 0.35
H -2.47 -3.40 -2.03 0.30
H -5.51 -3.76 -2.27 0.33
H -4.58 -2.43 -3.00 0.12
H -3.91 -1.87 -0.87 0.21
C 1.50 4.54 0.19 -0.73
C 2.85 3.85 0.18 -0.24
O 3.70 4.44 1.15 -0.56
H 1.61 5.61 -0.02 0.31
H 0.83 4.10 -0.55 0.22
H 1.03 4.46 1.18 0.16
H 3.32 3.95 -0.80 0.32
H 2.75 2.79 0.41 0.19
H 3.28 4.34 2.02 0.29
C 4.68 -2.56 -1.09 -0.96
C 4.83 -3.98 -0.58 0.06
O 5.10 -3.97 0.81 -0.55
H 5.59 -1.98 -0.90 0.25
H 4.48 -2.56 -2.17 0.29
H 3.86 -2.05 -0.58 0.37
H 5.67 -4.48 -1.08 0.01
H 3.92 -4.57 -0.77 0.22
H 4.34 -3.53 1.25 0.30
C 9.82 -5.20 -2.10 -1.13
C 8.36 -5.20 -1.69 -0.15
O 7.62 -4.34 -2.53 -0.51
H 10.23 -4.19 -2.04 0.29
H 10.41 -5.86 -1.46 0.34
H 9.93 -5.53 -3.14 0.33
H 8.25 -4.85 -0.66 0.28
H 7.94 -6.21 -1.75 0.28
H 7.71 -4.67 -3.44 0.28
```

For the LUMO energy, the calculation gives 1.824 eV. The gap between HOMO and LUMO is 6.31 eV. The HOMO energy comes out at -0.1648 hartree. As for the charge: -1. As for the electronic energy: -54629.70285 eV.

***

In eV Å⁻¹, the F_max values for the records above are, in order, 3.2; 4.8; 3.4; 2.6.